{
  "formula": "C7H17PS",
  "method": "the ωB97M-V functional and the def2-TZVPD basis",
  "relative_energy_ev": 2.179,
  "lumo_ev": 0.79,
  "smiles": "CP(S)C(C)(C)C.C=C",
  "orbital_gap_ev": 9.03,
  "symbols": ["C", "P", "S", "C", "C", "C", "C", "H", "H", "H", "H", "H", "H", "H", "H", "H", "H", "H", "H", "H", "C", "C", "H", "H", "H", "H"],
  "coordinates": [[2.735687, -0.462316, 1.073809], [0.912952, -0.746328, 0.708207], [0.078159, -0.803612, 2.623592], [0.458618, 1.005101, -0.154362], [-0.858569, 0.869775, -0.895841], [0.368462, 2.073886, 0.923252], [1.408558, 1.421199, -1.297636], [3.494596, -0.577915, 0.269514], [2.807941, 0.538156, 1.418501], [2.905760, -1.237135, 1.972095], [-0.905122, -1.515012, 2.030714], [-1.400589, 1.850010, -1.209318], [-0.766416, 0.332710, -1.831361], [-1.654710, 0.294797, -0.456973], [-0.280929, 1.789453, 1.807213], [-0.084431, 2.925624, 0.398020], [1.409518, 2.310699, 1.178388], [2.321591, 1.891502, -0.984853], [1.619960, 0.644687, -1.963316], [0.965610, 2.190866, -1.838844], [-3.162858, -2.546469, -0.942095], [-2.016614, -2.391647, -0.298585], [-4.016112, -3.150033, -0.666898], [-3.315146, -2.294848, -2.038785], [-1.882483, -2.476170, 0.878080], [-1.143431, -1.936980, -0.702518]],
  "forces_ev_per_angstrom": [[-0.4, -2.1, 1.7], [1.1, 0.7, -2.5], [-0.3, 0.2, -0.1], [-0.4, -0.8, 0.3], [-2.0, 0.7, -0.9], [-0.3, 0.0, -0.2], [0.6, 0.0, 2.4], [-0.9, -0.4, 0.3], [0.4, 0.9, 0.7], [0.1, 1.8, -2.0], [0.1, 0.1, 0.7], [1.3, -1.1, 0.7], [0.5, -0.1, -0.4], [-0.2, -0.2, 1.0], [0.9, 0.3, -1.0], [0.2, 0.2, 0.5], [-0.4, 0.3, 0.6], [0.8, -0.2, 0.6], [0.3, -1.4, -1.0], [-1.3, 1.3, -1.1], [-0.2, -0.6, -2.2], [-0.4, 0.4, 3.0], [-0.1, 0.3, 1.0], [0.8, -0.1, 1.3], [-0.7, -0.7, -2.7], [0.3, 0.3, -0.6]]
}